{"formula": "C2HFO2S", "method": "the ωB97M-V functional and the def2-TZVPD basis", "species": ["C", "C", "O", "O", "F", "S", "H"], "coordinates": [[0.08703, 0.45532, 1.00774], [-0.45208, -0.06206, 0.07145], [0.92999, 0.89145, 4.54750], [1.38455, 3.19595, 3.74632], [3.27947, 1.53292, 3.95273], [1.61922, 1.77911, 3.65569], [-0.70184, -0.41727, -0.89892]], "forces_ev_per_a": [[0.314, 0.351, 0.822], [-0.005, -0.160, -0.671], [0.237, -0.178, -0.413], [0.363, -0.460, -0.451], [-2.224, 0.357, -0.546], [1.515, 0.205, 1.288], [-0.200, -0.114, -0.028]], "gap_ev": [7.87, 7.75], "e_homo_ev": [-11.8, -11.3], "e_lumo_ev": [-3.90, -3.53], "total_charge": 0, "de_lowest_ev": 4.222, "multiplicity": 1}

***

{"formula": "C3H2NOS2", "method": "the ωB97M-V functional and the def2-TZVPD basis", "species": ["C", "C", "C", "N", "O", "S", "S", "H", "H"], "coordinates": [[-0.95574, 2.30075, 0.78892], [1.05910, 1.41668, 3.31238], [-1.58719, 1.29268, -0.05045], [-0.34101, 3.05977, 1.36759], [-0.02985, 1.03522, 3.54011], [-0.14566, 0.64346, -1.01021], [2.48808, 1.98667, 3.46223], [-2.34296, 1.93369, -0.59864], [-2.06185, 0.43975, 0.28966]], "forces_ev_per_a": [[-1.170, -2.282, -0.283], [-3.284, -0.750, 1.933], [0.923, 2.781, -2.128], [0.892, 1.831, 1.226], [2.180, 0.400, -1.236], [-0.229, -0.147, -0.538], [1.090, 0.257, -0.629], [0.601, -0.966, -0.105], [-1.003, -1.123, 1.760]], "gap_ev": 5.80, "e_homo_ev": -2.9, "e_lumo_ev": 2.91, "total_charge": -1, "de_lowest_ev": 1.718, "multiplicity": 1}

***

{"formula": "C5H7ClN2", "method": "the ωB97M-V functional and the def2-TZVPD basis", "species": ["C", "C", "C", "C", "C", "N", "N", "Cl", "H", "H", "H", "H", "H", "H", "H"], "coordinates": [[-1.40189, 2.64639, -0.42250], [-0.55043, -0.16662, -1.27916], [0.25114, -0.63246, -0.05216], [1.76555, -0.64868, 0.08684], [-0.47225, -1.70486, 0.74027], [-0.59817, 1.86081, 0.15705], [-0.29922, 0.63770, -0.32198], [-1.88810, 2.41630, -2.08061], [-1.77043, 3.50701, 0.12409], [2.26456, -0.58789, -0.85328], [2.08661, -1.63642, 0.40365], [2.17761, 0.23451, 0.66103], [0.40167, -2.49987, 0.75285], [-1.44134, -2.08868, 0.36731], [-0.52530, -1.33725, 1.71659]], "forces_ev_per_a": [[0.777, -0.944, -0.758], [0.433, -0.196, -1.595], [0.297, -0.378, 0.339], [0.206, 0.459, -0.066], [2.592, -1.357, -0.788], [-0.989, 0.624, 1.874], [-0.565, 0.552, -0.718], [-0.387, 0.401, 0.503], [0.163, 0.144, -0.389], [0.126, 0.388, -1.167], [0.221, 0.249, 0.816], [-0.581, -1.295, -0.109], [-2.474, 0.820, 0.127], [0.726, 0.391, 0.017], [-0.546, 0.141, 1.916]], "gap_ev": 9.06, "e_homo_ev": -8.9, "e_lumo_ev": 0.20, "total_charge": 0, "de_lowest_ev": 5.495, "multiplicity": 1}

***

{"formula": "C4H9N2O2", "method": "the ωB97M-V functional and the def2-TZVPD basis", "species": ["C", "N", "C", "O", "C", "N", "C", "O", "H", "H", "H", "H", "H", "H", "H", "H", "H"], "coordinates": [[-0.44298, -0.47947, 0.27332], [0.41351, -1.52138, 0.75141], [1.59136, -1.91307, -0.13378], [2.71785, -1.76176, 0.54697], [0.34202, 0.87699, 0.22657], [-0.17400, 1.79021, -0.81600], [-1.42197, 1.96954, -0.78141], [-2.30325, 1.97391, 0.23488], [-0.80595, -0.70578, -0.73612], [-1.31034, -0.36649, 0.93742], [0.88501, -1.24823, 1.61348], [1.49189, -1.22060, -1.03398], [1.44539, -2.93492, -0.54942], [1.39542, 0.65435, 0.08658], [0.22073, 1.36200, 1.20533], [-2.17763, 1.01554, -0.19967], [-1.86707, 2.50917, -1.62557]], "forces_ev_per_a": [[0.993, 0.553, 0.137], [-0.478, -1.047, 0.147], [0.397, 1.010, 0.058], [0.131, -0.107, -0.125], [-0.472, 0.619, 0.376], [-0.261, -2.106, 0.135], [2.809, 5.834, -3.324], [-0.377, -3.697, 0.207], [0.062, -0.083, -0.041], [-0.022, -0.068, -0.034], [-0.113, -0.060, -0.188], [-0.020, -0.193, 0.032], [-0.378, -0.113, 0.203], [0.017, 0.101, -0.242], [0.146, -0.114, 0.045], [-2.549, -0.390, 2.956], [0.116, -0.142, -0.342]], "gap_ev": 5.95, "e_homo_ev": -2.6, "e_lumo_ev": 3.32, "total_charge": -1, "de_lowest_ev": 5.201, "multiplicity": 1}

***

{"formula": "C4H12N2O", "method": "the ωB97M-V functional and the def2-TZVPD basis", "species": ["N", "C", "C", "N", "C", "C", "O", "H", "H", "H", "H", "H", "H", "H", "H", "H", "H", "H", "H"], "coordinates": [[-1.37744, -0.67457, 2.21914], [-0.90773, -1.70130, 1.29851], [-0.10674, -1.17640, 0.10168], [0.87194, -0.17206, 0.53482], [1.48649, 0.45377, -0.64600], [0.68447, 1.63260, -1.21574], [-0.31481, 1.33868, -2.22139], [-2.25940, -0.89057, 2.63612], [-1.14527, 0.23125, 1.86662], [-1.82022, -2.14032, 0.87242], [-0.38828, -2.57448, 1.68728], [0.31977, -1.96276, -0.50953], [-0.84666, -0.66659, -0.53096], [0.49213, 0.56829, 1.10490], [2.52768, 0.68960, -0.41201], [1.59786, -0.33008, -1.40032], [-0.00468, 1.82497, -0.38421], [1.33095, 2.43303, -1.55700], [-0.27510, 2.02755, -2.89715]], "forces_ev_per_a": [[1.861, -0.995, -0.051], [-1.025, -0.939, -1.152], [-1.623, 1.834, 1.034], [1.173, -0.711, -1.118], [0.225, -0.863, -0.432], [-1.285, -0.655, 0.578], [0.792, -0.315, -0.627], [-0.282, 0.657, -0.144], [-0.901, 0.438, 0.377], [0.182, -0.256, -0.303], [0.350, 0.312, 0.982], [0.420, -0.152, 0.284], [-0.055, -0.124, -0.336], [-0.206, -0.222, 0.184], [-0.158, 0.641, 0.080], [-0.153, 0.046, -0.125], [0.718, 1.273, 0.303], [-0.052, 0.318, 0.297], [0.019, -0.287, 0.169]], "gap_ev": 9.42, "e_homo_ev": -8.5, "e_lumo_ev": 0.88, "total_charge": 0, "de_lowest_ev": 2.547, "multiplicity": 1, "smiles": "NCCNCCO"}

***

{"formula": "C28H24Cl5N5O4SV", "method": "the ωB97M-V functional and the def2-TZVPD basis", "species": ["V", "C", "N", "C", "C", "N", "C", "S", "C", "C", "C", "C", "C", "N", "H", "H", "H", "H", "H", "H", "H", "H", "H", "Cl", "C", "C", "Cl", "C", "Cl", "C", "O", "C", "Cl", "C", "Cl", "O", "C", "C", "C", "C", "N", "C", "C", "C", "C", "C", "C", "O", "C", "C", "N", "H", "H", "H", "H", "H", "H", "H", "H", "H", "H", "H", "H", "C", "O", "H", "H", "H"], "coordinates": [[-0.47078, -0.12348, -0.30609], [-1.71970, -4.66322, 3.36101], [-0.53335, -4.37359, 2.58704], [0.21043, -5.28556, 1.86228], [1.25339, -4.63447, 1.32921], [1.13658, -3.29237, 1.68604], [0.02438, -3.13599, 2.49177], [-0.48408, -1.78277, 3.31686], [2.13950, -2.32382, 1.47658], [3.45930, -2.69767, 1.71294], [4.44583, -1.73378, 1.63858], [4.08395, -0.43610, 1.31196], [2.75545, -0.17570, 1.03777], [1.78813, -1.09450, 1.10453], [-1.69310, -5.69915, 3.69047], [-2.61919, -4.49573, 2.76720], [-1.74415, -4.00039, 4.22271], [-0.05961, -6.32431, 1.79866], [2.04358, -4.99760, 0.69762], [3.68991, -3.71275, 2.00216], [5.47327, -1.98256, 1.86555], [4.81723, 0.35629, 1.26818], [2.44741, 0.81903, 0.73642], [4.76604, -3.23480, -4.02265], [3.64443, -2.20012, -3.23711], [2.46837, -2.72316, -2.70387], [2.11625, -4.39777, -2.82947], [1.58243, -1.87956, -2.05447], [0.08877, -2.44333, -1.40491], [1.82383, -0.50539, -1.89523], [0.97363, 0.23573, -1.24238], [3.00148, 0.00175, -2.46389], [3.29466, 1.68615, -2.30600], [3.90139, -0.83066, -3.12034], [5.34621, -0.17953, -3.77309], [-1.82978, 6.03895, 2.24944], [-1.15942, 5.06604, 3.01480], [-0.98043, 3.81955, 2.20341], [-0.26493, 2.74109, 2.73619], [-0.10007, 1.60783, 1.98204], [-0.59508, 1.48204, 0.73887], [-1.29065, 2.51946, 0.21306], [-1.49552, 3.69385, 0.92993], [-1.75836, 2.25215, -1.12928], [-2.36867, 3.17271, -1.97631], [-2.70621, 2.80802, -3.26413], [-3.33537, 3.80385, -4.20679], [-3.04631, 5.14239, -3.87959], [-2.45296, 1.49043, -3.66092], [-1.86603, 0.62292, -2.77347], [-1.49798, 0.98758, -1.53826], [-1.88768, 6.85518, 2.75278], [-1.72420, 4.81275, 3.92105], [-0.16835, 5.41369, 3.33115], [0.14222, 2.78636, 3.73716], [0.43083, 0.74894, 2.37300], [-2.06444, 4.50644, 0.50240], [-2.56738, 4.17996, -1.63770], [-4.42185, 3.71506, -4.13234], [-3.05351, 3.56757, -5.23767], [-2.11879, 5.33280, -4.05377], [-2.71378, 1.15917, -4.65686], [-1.67096, -0.40846, -3.04402], [-3.01764, -1.55445, 0.38581], [-1.78905, -0.92407, 0.23484], [-2.97858, -2.58329, 0.00541], [-3.79874, -1.01460, -0.16637], [-3.30217, -1.58103, 1.44006]], "forces_ev_per_a": [[2.449, -0.304, 0.883], [-0.192, -0.031, 0.055], [0.217, 0.211, -0.308], [0.089, -0.129, 0.059], [0.061, -0.102, -0.201], [-0.550, -0.172, 0.026], [0.086, 0.124, 0.247], [-0.048, 0.224, 0.004], [0.344, 0.285, 0.105], [-0.044, 0.005, 0.074], [-0.057, 0.043, -0.041], [0.058, -0.020, 0.005], [0.048, 0.030, 0.007], [-0.335, -0.199, 0.064], [0.052, -0.008, -0.034], [0.012, 0.014, 0.009], [0.023, -0.024, -0.009], [-0.025, 0.004, -0.008], [0.008, 0.057, -0.050], [-0.013, -0.006, 0.041], [0.017, -0.030, -0.049], [-0.021, 0.024, -0.044], [-0.003, -0.023, -0.037], [0.000, 0.006, -0.008], [-0.012, 0.015, 0.031], [0.046, 0.048, -0.017], [-0.033, -0.062, 0.010], [0.305, 0.305, -0.170], [-0.109, -0.354, -0.125], [0.500, -0.627, -0.331], [3.170, 1.171, -2.608], [-0.101, 0.003, 0.115], [0.021, 0.093, 0.063], [-0.038, -0.098, 0.039], [-0.013, 0.022, -0.002], [-0.006, -0.048, -0.106], [-0.008, 0.076, 0.127], [0.287, -0.291, 0.260], [-0.262, 0.388, -0.081], [0.083, -0.244, -0.004], [-0.170, 2.295, 1.296], [0.466, 0.080, 1.041], [-0.193, -0.128, -0.501], [-0.292, -0.334, -1.178], [0.148, 0.000, 0.479], [0.070, -0.336, -0.169], [-0.057, 0.062, -0.036], [-0.016, 0.049, 0.140], [-0.209, 0.452, -0.028], [0.070, -0.173, 0.160], [-1.003, 1.363, -1.097], [-0.023, 0.031, 0.021], [0.031, -0.017, -0.019], [-0.029, -0.012, -0.010], [0.049, -0.027, -0.007], [-0.050, -0.098, -0.012], [0.032, 0.013, -0.003], [0.035, 0.018, -0.022], [0.018, -0.055, -0.065], [-0.012, -0.035, 0.028], [0.010, -0.028, -0.084], [0.033, -0.059, -0.004], [0.072, 0.030, -0.003], [-0.536, 0.080, -0.120], [-4.644, -3.559, 2.099], [0.048, 0.089, 0.052], [0.028, -0.076, 0.050], [0.118, -0.001, -0.002]], "gap_ev": [6.23, 6.47], "e_homo_ev": [-9.5, -9.9], "e_lumo_ev": [-3.31, -3.46], "total_charge": 1, "de_lowest_ev": 2.142, "multiplicity": 3, "s2": 2.012}